13
Properties=species:S:1:pos:R:3:forces:R:3 method="wB97M-V/def2-TZVPD" multiplicity=2 de_lowest_kcal_mol=0.0 e_lumo_ev="-8.483 / -14.350" charge=+2 molar_mass_g_mol=113.072 homo_lumo_gap_ev="11.38 / 5.42" total_energy_ha=-548.14839
O -15.358 4.754 -4.798 -1.3 -1.9 -1.4
H -14.821 6.392 -2.307 0.1 0.1 0.2
H -13.513 5.252 -2.415 -0.3 -0.6 0.1
H -13.455 4.677 -5.445 0.4 -0.9 0.0
O -16.239 4.101 -2.910 0.5 0.4 -0.1
C -14.264 5.390 -5.286 1.0 3.0 -1.6
Al -17.241 2.091 -1.159 -0.2 -0.2 0.2
H -12.679 6.415 -4.264 0.0 0.4 0.4
C -13.768 6.399 -4.223 -0.3 -0.8 -1.1
C -14.310 5.718 -2.994 -0.3 -0.1 1.5
H -14.488 5.829 -6.258 -0.1 -0.2 0.0
C -15.377 4.732 -3.509 0.3 0.7 2.0
H -14.205 7.380 -4.410 0.2 0.0 -0.2


20
Properties=species:S:1:pos:R:3:forces:R:3 method="wB97M-V/def2-TZVPD" multiplicity=1 de_lowest_kcal_mol=23.1 e_lumo_ev=0.430 smiles=C1CCNC1.O.O charge=0 molar_mass_g_mol=107.153 homo_lumo_gap_ev=8.91 total_energy_ha=-365.40566
C -0.433 0.997 0.723 1.4 -0.5 0.0
O 3.147 0.313 -0.650 0.7 0.8 0.7
H -2.365 -1.077 -0.158 0.0 0.0 0.2
H -0.031 1.990 0.923 -0.8 0.4 -0.3
C -1.939 0.731 0.725 -0.2 0.3 0.6
H 1.742 -2.640 1.270 -0.1 0.0 0.0
H -2.531 1.649 0.727 0.1 0.1 -0.4
H 0.766 -0.375 -0.388 0.0 -0.3 -0.1
C 0.104 0.442 -0.632 -0.1 0.1 0.8
H 0.082 0.421 1.495 -0.4 -0.2 0.1
C -1.141 -0.023 -1.373 0.2 -0.3 -1.3
H 0.725 1.180 -1.131 -0.3 0.1 -0.3
H 3.045 -0.615 -0.448 -0.3 -0.2 -0.5
H -1.308 0.595 -2.267 -0.5 0.6 0.5
O 1.278 -1.806 1.409 0.4 -0.1 0.2
N -2.243 -0.114 -0.427 -0.1 0.3 -0.2
H 1.717 -1.418 2.179 -0.1 0.0 -0.2
H -1.041 -0.990 -1.874 0.3 -0.3 0.4
H 2.954 0.526 -1.563 -0.1 -0.6 -0.1
H -2.248 0.229 1.643 0.0 -0.1 0.0


58
Properties=species:S:1:pos:R:3:forces:R:3 method="wB97M-V/def2-TZVPD" multiplicity=1 de_lowest_kcal_mol=0.0 e_lumo_ev=-2.127 charge=+1 molar_mass_g_mol=332.368 homo_lumo_gap_ev=8.23 total_energy_ha=-1280.33673
H 5.932 -0.716 2.271 -0.2 0.1 -0.1
C -0.201 0.933 -1.334 -0.2 0.2 -0.3
H -0.551 2.183 -2.907 0.2 0.0 -0.1
H 4.753 -0.124 -1.172 0.4 -0.6 0.1
H -1.812 -3.880 0.853 -0.3 0.0 0.0
H 0.029 -0.329 2.612 0.0 -0.1 -0.3
H 1.304 0.914 0.849 0.3 0.3 -0.1
O 1.129 -3.603 1.119 0.6 0.5 0.2
H -2.753 -1.778 0.443 -0.6 0.6 0.0
H 5.293 -1.615 -0.943 -0.3 0.2 -0.3
H -1.036 1.054 2.835 0.2 -0.1 -0.3
H 1.991 -3.184 1.394 -0.7 -0.4 -0.2
H -3.540 2.404 -1.116 -0.3 0.1 0.0
O -2.299 3.282 1.646 -0.1 -0.3 -0.1
O 3.715 -2.986 1.762 0.0 -0.1 -0.1
C -0.667 0.743 0.078 -0.5 -0.3 -0.3
H 4.131 -2.094 1.854 0.2 0.1 0.1
H 0.441 3.079 0.173 0.0 0.1 0.0
H 4.051 -3.494 2.507 0.0 0.0 0.0
C 0.428 -0.045 -1.992 -0.2 0.1 -0.1
H 0.652 1.155 3.270 0.3 0.1 0.0
H 1.197 -4.496 1.465 -0.1 -0.1 0.0
N 0.244 2.743 1.123 0.3 0.2 -0.4
H 1.307 -0.767 -3.675 0.0 -0.1 0.0
H -2.754 2.439 1.892 0.2 0.2 0.1
N -0.411 2.225 -1.904 0.1 -0.3 0.3
O 4.735 -3.287 -1.016 0.2 -0.4 0.4
H 4.301 -3.442 -0.158 -0.1 0.2 0.0
O -3.985 0.795 -1.580 0.2 0.0 0.5
O -1.556 -2.963 0.993 1.2 -0.2 -0.2
C 0.308 1.244 1.118 -0.5 -0.4 0.9
O -3.233 3.317 -0.876 0.2 -0.1 0.0
H -4.306 -1.718 0.335 0.1 0.2 0.0
H -1.872 0.174 -4.048 -0.4 0.3 0.0
N 0.800 0.043 -3.351 0.1 0.0 -0.2
H -1.650 1.196 0.231 0.1 0.3 -0.1
C -0.024 0.754 2.519 -0.5 0.2 0.5
O 5.059 -0.664 1.861 -0.1 -0.2 0.0
H -0.553 -3.042 0.987 -0.9 0.3 0.1
H -3.483 0.116 1.514 -0.1 0.5 0.4
O -3.513 0.890 2.133 -0.1 -0.4 -0.2
O 5.418 -0.669 -0.715 -0.2 0.5 -0.2
O -2.656 0.746 -3.933 0.5 -0.3 -0.2
H 5.203 -0.666 0.874 0.2 0.3 0.3
H -1.226 2.690 -1.520 -0.2 -0.1 0.0
H -3.224 0.611 -4.701 0.1 -0.1 0.0
O -3.528 -1.142 0.342 0.7 -1.1 0.0
H -2.701 3.450 0.764 0.0 0.2 0.0
H 0.574 -1.013 -1.535 -0.1 0.0 0.2
H -0.752 3.071 1.387 -0.1 -0.3 0.0
H 0.919 3.155 1.765 0.0 0.0 0.0
H -4.435 0.948 2.406 0.1 0.1 0.1
H 1.340 0.862 -3.597 -0.1 0.2 0.1
H -0.895 -0.309 0.258 0.5 -0.1 0.0
H -3.486 0.690 -2.418 -0.1 -0.3 0.4
H 5.479 -3.902 -0.981 0.0 0.1 -0.3
H -3.759 0.069 -0.948 0.0 0.5 -0.8
H -3.871 3.953 -1.212 -0.1 -0.1 -0.1


Repeat the first record exactly.
13
Properties=species:S:1:pos:R:3:forces:R:3 method="wB97M-V/def2-TZVPD" multiplicity=2 de_lowest_kcal_mol=0.0 e_lumo_ev="-8.483 / -14.350" charge=+2 molar_mass_g_mol=113.072 homo_lumo_gap_ev="11.38 / 5.42" total_energy_ha=-548.14839
O -15.358 4.754 -4.798 -1.3 -1.9 -1.4
H -14.821 6.392 -2.307 0.1 0.1 0.2
H -13.513 5.252 -2.415 -0.3 -0.6 0.1
H -13.455 4.677 -5.445 0.4 -0.9 0.0
O -16.239 4.101 -2.910 0.5 0.4 -0.1
C -14.264 5.390 -5.286 1.0 3.0 -1.6
Al -17.241 2.091 -1.159 -0.2 -0.2 0.2
H -12.679 6.415 -4.264 0.0 0.4 0.4
C -13.768 6.399 -4.223 -0.3 -0.8 -1.1
C -14.310 5.718 -2.994 -0.3 -0.1 1.5
H -14.488 5.829 -6.258 -0.1 -0.2 0.0
C -15.377 4.732 -3.509 0.3 0.7 2.0
H -14.205 7.380 -4.410 0.2 0.0 -0.2